(1)
Formula: C10H11N3O2S2
Source: the Open Molecules 2025 dataset
Level of theory: the ωB97M-V functional and the def2-TZVPD basis

The geometry in XYZ format:
```
28
Properties=species:S:1:pos:R:3:forces:R:3
C -2.463191 -2.104628 0.063533 1.6472 -0.7570 -3.0328
C -2.223734 -0.640621 -0.030716 -0.3331 0.5794 1.4104
N -1.114576 0.097408 -0.204646 -1.9934 -8.7552 0.5267
C -1.378785 1.325158 -0.173994 -1.5636 5.2170 -1.7385
C -0.274172 2.282016 -0.446076 -0.3321 3.0556 0.5860
N 0.795654 1.989789 0.463107 2.1787 -2.0849 3.5712
S 2.158909 1.011463 -0.016585 -13.0305 1.6341 -13.8908
O 2.312764 1.682212 -1.331207 0.3853 -2.6757 0.9488
O 3.044730 1.265236 0.880612 11.0897 1.3085 11.5846
C 1.607887 -0.834914 -0.143290 6.5508 10.1820 14.2663
C 1.650064 -1.295913 1.177504 -1.2668 -4.8276 -1.6981
C 1.215564 -2.725787 0.970424 5.0330 7.2619 15.7685
C 0.733485 -3.254250 0.005728 -2.1690 -1.9446 -11.3268
N 0.803474 -2.680789 -1.188311 -1.1121 4.0351 -1.7465
C 1.115628 -1.310066 -1.116893 -3.7771 -6.6372 -15.4221
C -2.692837 1.587350 -0.101351 -4.1827 5.8150 2.8862
S -3.826256 0.325550 0.236044 4.5319 -0.6043 -1.2357
H -1.761376 -2.511786 -0.773491 -1.3482 0.1373 1.2990
H -2.225428 -2.687136 0.953405 -0.0426 0.5801 0.2813
H -3.503431 -2.229905 -0.266204 0.4232 -0.5344 0.3070
H -0.630824 3.349806 0.000053 0.5597 -2.0671 -1.8899
H 0.155208 2.332503 -1.574659 -1.1717 -0.0890 2.8814
H 0.608065 1.894367 1.575260 0.0809 0.3035 -3.7052
H 1.872386 -0.822832 2.200244 -0.0466 -0.8070 -2.1849
H 1.197790 -3.332729 1.891399 0.1272 0.3699 -0.1346
H 0.452001 -4.204491 -0.092160 -1.2188 -3.8816 0.3309
H 1.234016 -0.593245 -2.187667 -0.7322 -2.5407 3.0473
H -3.189859 2.635726 0.279426 1.7126 -2.2729 -1.6894
```
Forces are in eV/Å.

Results
E = -40774.530 eV
multiplicity = 1
structure (SMILES) = Cc1nc(CNS(=O)(=O)c2cccnc2)cs1
relative energy (zero: lowest compared OMol25 entry of this formula, charge and spin) = 8.0997 eV
Kohn-Sham gap = 8.3255 eV
net charge = 0

(2)
Formula: C26H32Cl4GeI2O2P2Ti
Source: the Open Molecules 2025 dataset
Level of theory: the ωB97M-V functional and the def2-TZVPD basis

The geometry in XYZ format:
```
70
Properties=species:S:1:pos:R:3:forces:R:3
Ti -0.426271 0.414566 -0.154997 -0.0363 -0.0871 -0.1564
Cl 0.100470 0.132999 2.385085 0.0012 0.0352 0.0949
C 0.599325 1.697202 3.041094 0.0118 0.0067 0.0022
C 0.838505 1.737974 4.399845 -0.0001 0.0101 -0.0185
C 1.264343 2.938093 4.953672 -0.0040 -0.0057 0.0042
C 1.451715 4.059342 4.155288 -0.0084 -0.0103 -0.0108
C 1.207503 3.990446 2.794297 0.0017 -0.0102 0.0189
C 0.763816 2.797732 2.211854 0.0202 -0.0328 0.0061
P 0.414239 2.788706 0.449326 0.0025 -0.0366 -0.0015
C -1.070452 3.752116 0.141584 -0.0071 0.0599 -0.0284
C -1.791826 4.335002 1.183402 0.0167 -0.0193 -0.0113
C -2.966217 5.018116 0.902975 0.0049 -0.0008 -0.0011
C -3.430235 5.108157 -0.402632 -0.0103 0.0076 -0.0036
C -2.721210 4.515063 -1.442466 -0.0020 -0.0009 0.0106
C -1.545368 3.836848 -1.170908 0.0219 -0.0103 0.0180
C 1.834118 3.554670 -0.348530 0.0137 0.0159 0.0207
C 1.684783 4.510613 -1.355482 -0.0129 -0.0038 0.0126
C 2.808440 5.075966 -1.938963 0.0006 -0.0040 0.0032
C 4.078224 4.695258 -1.525870 0.0160 0.0001 -0.0070
C 4.232384 3.766723 -0.503023 -0.0215 0.0041 -0.0048
C 3.116139 3.201842 0.091289 -0.0041 0.0083 0.0029
H 0.702059 0.858801 5.014008 0.0002 -0.0070 0.0053
H 1.456470 2.989103 6.016835 0.0032 0.0031 0.0040
H 1.790971 4.987515 4.593711 0.0007 0.0043 0.0027
H 1.360712 4.865421 2.173674 -0.0013 0.0016 -0.0046
H -1.448357 4.260602 2.206344 0.0027 -0.0003 0.0021
H -3.518973 5.483311 1.707641 -0.0039 0.0036 0.0041
H -4.343790 5.647932 -0.613156 -0.0040 0.0004 -0.0019
H -3.079850 4.596205 -2.460180 -0.0012 0.0008 -0.0082
H -0.992513 3.382620 -1.985721 0.0000 0.0052 0.0074
H 0.704417 4.845448 -1.664891 0.0095 0.0022 0.0032
H 2.691340 5.831302 -2.704298 -0.0035 0.0022 -0.0026
H 4.950602 5.144920 -1.980960 0.0022 0.0016 0.0008
H 5.220662 3.504919 -0.150681 0.0119 -0.0011 0.0042
H 3.246657 2.536236 0.936292 -0.0017 0.0049 -0.0031
I 2.499713 -0.147006 -0.064970 -0.0577 -0.0228 -0.0135
C 2.742775 -2.277891 0.269569 0.0651 0.0262 -0.0527
I 2.424707 -2.943537 2.226789 -0.0191 -0.0110 0.0520
H 3.781766 -2.420562 -0.009486 -0.0074 -0.0333 -0.0001
H 2.076366 -2.769405 -0.428292 -0.0029 0.0060 -0.0054
O -2.069276 1.086676 0.866406 0.0896 -0.0029 0.0326
C -2.769754 0.982549 -0.173594 -0.0661 0.0008 -0.0791
O -2.164316 0.512957 -1.195712 0.0179 -0.0237 0.0144
H -3.820268 1.280593 -0.210793 0.0118 -0.0098 -0.0026
C -1.795982 1.763662 -4.050193 -0.0068 0.0088 -0.0208
C -1.135580 0.401277 -3.867954 -0.0110 -0.0166 0.0128
P 0.280919 0.315778 -2.720109 -0.0160 0.0470 0.0229
C 1.438741 1.626016 -3.240336 0.0144 -0.0167 0.0161
C 1.915724 1.480425 -4.687500 0.0029 0.0055 -0.0023
C 1.107083 -1.298976 -3.077087 0.0058 0.0274 0.0277
C 0.791021 -1.940571 -4.430075 -0.0050 0.0105 -0.0209
H -2.525344 1.696479 -4.856250 -0.0001 0.0032 -0.0040
H -1.075507 2.531241 -4.336835 -0.0001 0.0052 -0.0051
H -2.322916 2.084954 -3.155589 -0.0059 -0.0045 -0.0076
H -0.732258 0.059300 -4.823422 0.0032 -0.0006 0.0137
H -1.865167 -0.347828 -3.554410 0.0190 0.0053 -0.0066
H 2.286106 1.619917 -2.549383 -0.0191 0.0074 -0.0254
H 0.935407 2.583901 -3.096412 -0.0142 -0.0070 0.0052
H 2.465049 0.553078 -4.843985 0.0064 -0.0050 0.0032
H 2.591151 2.301122 -4.925062 -0.0010 0.0082 0.0026
H 1.089979 1.520178 -5.397169 -0.0038 -0.0036 -0.0071
H 0.849409 -1.992968 -2.276161 -0.0033 0.0059 0.0100
H 2.178161 -1.101689 -2.994131 -0.0056 -0.0038 0.0117
H -0.263006 -2.195002 -4.531516 0.0025 -0.0065 0.0075
H 1.361440 -2.864621 -4.517940 0.0038 0.0016 0.0037
H 1.073673 -1.303625 -5.266369 -0.0087 0.0010 0.0007
Cl -0.677636 -2.007282 0.067849 0.0235 0.0914 0.0347
Ge -2.854802 -2.952203 -0.382418 -0.0128 0.0255 -0.0233
Cl -4.122837 -1.798091 0.853576 -0.0291 0.0029 0.0226
Cl -2.556673 -4.916414 0.256907 0.0105 -0.0696 0.0182
```
Forces are in eV/Å.

Results
E = -196054.512 eV
multiplicity = 2
relative energy (zero: lowest compared OMol25 entry of this formula, charge and spin) = 0.0000 eV
Kohn-Sham gap (spin up / spin down) = 6.5010 / 5.5546 eV
net charge = +3